Computed, not measured: the ion C5H15NO2P with charge +1 at a distorted geometry, with wB97M-V/def2-TZVPD.

XYZ file:
```
24
Properties=species:S:1:pos:R:3:forces:R:3
C -1.45059 -0.79662 -1.42127 0.34 -0.88 -2.14
C 2.44101 1.16251 1.04075 -1.26 0.40 -0.46
C 0.26525 2.43740 -0.39487 0.74 -0.42 -0.84
C -1.20254 -0.76528 0.12242 -1.03 3.20 -2.44
C 0.26386 -0.56387 0.44519 -0.80 0.75 -0.86
N -1.60612 -2.10016 0.61080 2.30 -1.82 3.02
O 1.86651 0.31529 -1.59454 -0.01 -0.13 -0.47
O 0.89806 -1.77154 0.18182 0.79 -0.82 -0.46
P 1.26799 0.84978 -0.36230 -1.57 1.29 2.00
H -1.37684 -1.87751 -1.89629 0.04 1.95 1.17
H -0.81210 -0.13828 -2.17902 -1.08 -1.15 2.24
H -2.49286 -0.51418 -1.54571 -0.10 0.03 -0.38
H 2.32745 0.13538 1.41945 1.67 0.30 0.35
H 3.37361 1.57171 0.60259 -0.22 -1.00 0.52
H 2.10504 1.86254 1.85674 -0.04 -0.65 -1.06
H -0.14483 2.78274 0.56177 0.80 -0.28 0.18
H 1.15880 3.04835 -0.73551 -1.42 0.08 0.34
H -0.61422 2.54609 -1.05867 0.90 -0.38 -0.29
H -1.76145 0.18019 0.56843 0.61 -2.44 -0.63
H 0.23136 -0.29483 1.46212 0.80 -0.23 1.82
H -0.61815 -2.68751 0.30097 -2.31 1.58 1.27
H -2.40308 -2.62429 0.23721 0.00 0.78 -0.38
H -1.73341 -2.10487 1.71761 0.57 -0.19 -2.86
H 1.22682 -1.72035 -0.74221 0.25 0.02 0.36
```
Positions in Å, forces in eV/Å.

Results
HOMO energy in eV: -13.839
Energy above the lowest of the compared OMol25 structures with the same formula, charge and spin in eV: 0.396
Structure (SMILES): C[C@@H]([NH3+])[C@@H](O)P(C)(C)=O
Total charge: +1
Strongest force on any atom in eV/A: 4.21
Orbital gap in eV: 10.34
LUMO level in eV: -3.50



Computed, not measured: a cluster of 2 separate species, C4H5OS in total at a distorted geometry, with wB97M-V/def2-TZVPD.

XYZ file:
```
11
Properties=species:S:1:pos:R:3:forces:R:3
C -3.74442 0.62277 0.30093 0.68 0.59 1.99
C -0.45336 -0.37729 -0.82855 -2.37 1.31 0.31
C 0.21275 0.50621 0.17751 1.12 -0.42 0.90
C -0.97921 -0.35902 0.57672 -0.20 1.55 -0.03
O -3.75129 1.48475 1.09971 -0.02 -0.71 -1.25
S -4.23288 -0.52751 -0.66479 -0.12 -0.09 -0.58
H -1.28950 0.08684 -1.39442 0.99 -0.16 -0.46
H 0.04216 -1.11228 -1.38799 1.02 -1.24 -0.44
H 1.28162 0.23119 0.50371 -1.41 0.07 -0.51
H 0.12411 1.58083 0.17342 -0.14 0.42 -0.32
H -0.76719 -1.04302 1.35500 0.44 -1.32 0.39
```
Positions in Å, forces in eV/Å.

Results
HOMO energy (spin up / spin down) in eV: -1.438 / -1.437
Energy above the lowest of the compared OMol25 structures with the same formula, charge and spin in eV: 2.787
Total charge: -1
Strongest force on any atom in eV/A: 2.73
Orbital gap (spin up / spin down) in eV: 4.82 / 4.82
LUMO level (spin up / spin down) in eV: 3.39 / 3.39



Computed, not measured: a structure of composition C34H52N5O6Sm at a distorted geometry, with wB97M-V/def2-TZVPD.

XYZ file:
```
98
Properties=species:S:1:pos:R:3:forces:R:3
Sm -0.11110 0.21179 0.91265 1.40 0.93 -3.64
C 2.90170 3.88249 -0.01435 -0.16 -0.19 -0.15
C 2.46160 2.42049 -0.11105 0.12 -0.16 0.18
C 3.04880 1.63259 1.08675 -0.18 0.03 -0.18
C 4.20510 0.66769 0.76815 0.29 0.35 0.18
C 5.03580 0.42719 2.02425 -0.12 -0.13 -0.02
C 5.14380 1.14919 -0.33625 -0.12 0.00 0.05
N 3.58730 -0.65161 0.26085 -0.19 0.03 -0.28
C 3.30760 -1.71511 1.26265 -0.26 -0.57 0.64
C 2.32970 -2.77301 0.74025 0.26 0.28 0.07
N 0.97790 -2.29061 0.34295 -0.28 -0.54 0.23
C 0.03150 -2.59801 1.44245 0.08 0.42 0.13
C 0.14180 -1.55251 2.59775 -0.21 -2.57 1.05
O -0.67300 -1.59331 3.50265 0.18 0.07 0.02
O 1.02930 -0.66481 2.40635 1.65 -0.45 2.04
C 0.56440 -3.01651 -0.90735 0.04 0.03 -0.39
C -0.93880 -2.98471 -1.18405 0.22 -0.05 0.13
C 1.38320 -2.53741 -2.12125 -0.23 0.12 0.16
C 1.08720 -1.21171 -2.86875 0.12 -0.39 -0.03
C 2.35680 -0.93461 -3.69355 -0.34 0.02 0.09
C -0.07550 -1.36561 -3.85815 0.11 0.11 0.10
N 0.79320 -0.09521 -1.90595 -0.18 0.23 -0.18
C 1.04570 1.21849 -2.53495 -0.06 0.30 0.23
C 0.57060 2.37469 -1.65935 0.03 -0.41 -0.10
N 0.97820 2.22019 -0.24415 -0.12 0.65 -0.05
C 0.21510 3.20419 0.57065 0.04 0.11 0.77
C 0.33870 2.78539 2.07975 0.80 2.43 -1.10
O 1.03090 3.43849 2.82345 -0.11 -0.22 0.20
O -0.31600 1.71829 2.32965 -0.53 0.03 1.53
H 3.98170 3.93089 -0.11305 0.15 0.02 -0.04
H 2.63600 4.30799 0.94945 -0.03 0.05 0.08
H 2.47330 4.48819 -0.80865 -0.01 0.11 -0.08
H 2.87960 2.01599 -1.03555 -0.12 -0.02 0.11
H 2.25770 1.07109 1.60395 0.38 0.09 0.13
H 3.40480 2.35299 1.82615 -0.02 -0.14 0.03
H 5.59860 1.33069 2.24525 -0.03 0.11 -0.04
H 5.76460 -0.36671 1.88545 0.08 -0.14 -0.02
H 4.42310 0.20859 2.89255 -0.08 -0.05 0.13
H 5.48100 2.15729 -0.11575 0.03 0.10 0.04
H 4.68130 1.16369 -1.31935 -0.07 -0.01 -0.17
H 6.03170 0.52179 -0.38345 0.07 -0.12 -0.01
H 2.68490 -0.42311 -0.20495 0.45 -0.18 -0.17
H 4.21960 -1.03531 -0.45075 -0.28 0.09 0.02
H 2.89550 -1.25531 2.16035 0.31 0.01 -0.32
H 4.23890 -2.21961 1.52735 0.01 0.18 -0.15
H 2.23640 -3.50691 1.55055 0.06 0.01 -0.15
H 2.79600 -3.29541 -0.09745 -0.11 0.00 0.07
H 0.16130 -3.61391 1.83905 -0.14 0.14 0.04
H -1.00160 -2.50941 1.08885 0.18 -0.19 -0.03
H 0.82920 -4.07721 -0.77345 0.03 0.11 0.03
H -1.35730 -1.98241 -1.08635 -0.14 -0.01 -0.07
H -1.49150 -3.65711 -0.53135 -0.04 0.06 0.07
H -1.10730 -3.33941 -2.19675 -0.03 0.02 -0.08
H 1.29910 -3.32361 -2.87255 0.12 -0.07 0.00
H 2.43550 -2.50871 -1.83585 0.10 -0.04 -0.03
H 2.59300 -1.81891 -4.27925 0.04 -0.13 0.01
H 3.21530 -0.71351 -3.06135 0.14 0.05 0.10
H 2.21730 -0.12221 -4.39985 0.04 0.09 -0.05
H 0.06940 -2.24551 -4.47755 -0.01 -0.12 -0.09
H -0.13170 -0.51151 -4.52945 -0.01 0.09 -0.04
H -1.03010 -1.45831 -3.34965 -0.14 -0.04 0.03
H -0.22840 -0.14461 -1.78025 0.27 0.01 -0.06
H 0.53820 1.31969 -3.50225 0.10 -0.01 0.05
H 2.11560 1.30719 -2.72455 -0.10 -0.01 -0.02
H -0.52230 2.41849 -1.68315 0.08 0.04 0.03
H 0.94750 3.31269 -2.08505 -0.08 -0.01 0.07
H -0.84450 3.15699 0.29045 0.16 -0.05 -0.03
H 0.56310 4.23029 0.42795 -0.08 -0.16 -0.01
C -6.31100 0.43839 0.29695 -0.42 0.12 -0.15
O -5.07830 0.21369 0.95905 0.21 -0.48 0.24
C -4.59500 -1.04171 1.02385 0.10 -0.19 0.27
C -5.09920 -2.10201 0.26805 -0.02 0.28 -0.03
C -4.64960 -3.39271 0.45515 0.11 0.04 0.12
C -3.70130 -3.66701 1.43185 -0.07 0.02 -0.06
C -3.17110 -2.63211 2.17175 -0.09 0.16 0.00
C -3.55900 -1.30671 1.94955 -0.57 -0.69 -0.60
N -3.01270 -0.32621 2.79095 -0.01 0.81 0.46
C -2.91370 0.97569 2.62035 -0.33 -0.36 0.24
C -3.03400 1.68619 1.39505 0.31 -0.02 -1.07
C -3.54150 3.00249 1.42815 0.08 -0.44 0.04
C -3.82060 3.68799 0.27305 -0.03 0.07 -0.09
C -3.56560 3.08779 -0.96345 0.01 -0.05 0.19
C -2.97280 1.84639 -1.03255 0.09 -0.38 0.19
C -2.64810 1.11389 0.13005 -1.26 1.54 0.17
O -1.97700 -0.00601 0.05035 -1.75 -0.95 -0.83
H -6.57920 1.46169 0.54685 -0.06 -0.03 -0.07
H -7.08250 -0.24361 0.66195 0.05 0.04 -0.01
H -6.21450 0.34139 -0.78735 0.07 -0.01 0.06
H -5.87130 -1.90901 -0.45885 -0.07 0.02 -0.05
H -5.06530 -4.19111 -0.13775 -0.08 -0.09 -0.07
H -3.40070 -4.68291 1.63045 0.06 -0.11 0.03
H -2.44500 -2.83391 2.94495 0.02 0.01 0.06
H -2.69190 -0.70181 3.68635 -0.11 0.28 -0.16
H -2.76060 1.55999 3.52335 0.20 -0.18 -0.01
H -3.77530 3.43549 2.38735 -0.02 0.12 0.17
H -4.25910 4.67199 0.31535 -0.02 0.10 0.03
H -3.83100 3.60479 -1.87355 0.02 0.06 -0.09
H -2.77950 1.37709 -1.98895 0.06 -0.01 -0.06
```
Positions in Å, forces in eV/Å.

Results
HOMO energy (spin up / spin down) in eV: -13.531 / -13.534
Total charge: +2
2S+1: 6
Strongest force on any atom in eV/A: 4.01
Orbital gap (spin up / spin down) in eV: 7.64 / 7.65
LUMO level (spin up / spin down) in eV: -5.89 / -5.88



Computed, not measured: the molecule C4H12N4O at a distorted geometry, with wB97M-V/def2-TZVPD.

XYZ file:
```
21
Properties=species:S:1:pos:R:3:forces:R:3
C 1.71745 -0.36488 0.15050 -0.84 -1.51 0.15
C 0.22517 -0.81675 0.85633 3.89 0.93 -0.66
C -0.47807 0.48575 1.06819 -3.41 0.54 -1.25
C -1.60287 0.91658 -0.02777 0.82 2.47 0.64
N 1.51808 0.03819 -1.22453 -0.83 0.05 0.12
N -0.36856 -1.85962 0.04685 -0.09 0.35 -0.55
N -2.51136 0.09986 -0.63141 0.28 -2.43 0.05
O 2.44531 0.61632 0.84725 -0.14 0.29 0.88
N -1.69091 2.19361 -0.21412 0.52 -0.43 0.45
H 3.32690 0.66971 0.44669 -0.39 -0.01 0.22
H 2.31417 -1.28473 0.16832 -0.10 -0.11 -0.23
H 0.44719 -1.22869 1.84726 0.22 0.02 -0.27
H 0.94909 0.89238 -1.22818 0.28 -0.24 -0.10
H 2.40903 0.26362 -1.65957 -0.20 -0.11 0.00
H -0.15169 -1.63988 -0.93326 -0.11 -0.20 0.34
H 0.06669 -2.75872 0.24398 -0.12 0.30 0.04
H -3.00281 0.41295 -1.45911 0.28 0.39 0.34
H -2.24999 -0.88223 -0.70074 -0.19 0.25 0.32
H -2.49949 2.42736 -0.79898 0.26 -0.11 0.03
H -1.02049 0.45152 2.01739 -0.28 -0.10 -0.13
H 0.15716 1.36762 1.18490 0.15 -0.36 -0.41
```
Positions in Å, forces in eV/Å.

Results
HOMO energy in eV: -8.832
Energy above the lowest of the compared OMol25 structures with the same formula, charge and spin in eV: 1.465
Structure (SMILES): [H]/N=C(\N)C[C@@H](N)[C@@H](N)O
Strongest force on any atom in eV/A: 4.05
Orbital gap in eV: 9.52
LUMO level in eV: 0.69



Computed, not measured: a cluster of 2 separate species, C3H9S in total at a distorted geometry, with wB97M-V/def2-TZVPD.

XYZ file:
```
13
Properties=species:S:1:pos:R:3:forces:R:3
C -0.07398 -1.14612 0.22448 2.20 1.52 1.87
C -0.68758 -1.58604 1.56105 -1.22 -2.77 -1.39
H 0.34185 -0.14338 0.53165 -0.27 -0.67 -1.14
H -0.75859 -0.97075 -0.60257 0.17 -0.46 0.03
H 0.82970 -1.77459 0.03676 -0.83 0.46 -0.56
H 0.05438 -1.39172 2.43864 -2.31 0.53 -1.15
H -1.84700 -1.39753 1.33563 2.36 0.41 2.21
H -0.68940 -2.72069 1.53570 -0.11 0.91 0.20
C 0.57988 2.13232 -1.32249 -2.11 1.28 0.23
S 0.47987 3.18134 -2.84290 0.09 -0.47 0.17
H 0.16612 1.11877 -1.40015 -0.33 0.36 -0.22
H 1.56017 1.98003 -0.99499 1.85 -0.03 0.48
H 0.04458 2.71836 -0.50079 0.51 -1.06 -0.73
```
Positions in Å, forces in eV/Å.

Results
HOMO energy in eV: -1.951
Energy above the lowest of the compared OMol25 structures with the same formula, charge and spin in eV: 1.834
Total charge: -1
Strongest force on any atom in eV/A: 3.33
Orbital gap in eV: 5.26
LUMO level in eV: 3.31



Computed, not measured: the molecule C3H8O2 at a distorted geometry, with wB97M-V/def2-TZVPD.

XYZ file:
```
13
Properties=species:S:1:pos:R:3:forces:R:3
C 0.58359 0.45394 -0.19561 -0.99 -1.32 0.47
C -0.20731 -0.77167 0.37301 0.74 0.51 0.00
C -1.53918 -0.35531 0.96453 -0.17 -0.01 0.10
O 1.53920 -0.09857 -1.06937 0.93 1.71 -0.37
O 2.26422 1.12080 -1.56643 -0.75 -1.54 -0.14
H 1.95769 1.06462 -2.48934 0.28 0.21 0.26
H 1.06554 0.99469 0.62601 -0.01 0.02 -0.15
H -0.08306 1.12890 -0.74317 0.02 -0.02 0.04
H -0.35929 -1.54340 -0.38867 0.08 0.29 -0.13
H 0.42408 -1.23356 1.14067 -0.11 0.03 -0.07
H -2.02261 -1.20886 1.45033 0.01 0.16 -0.06
H -1.41301 0.43175 1.71411 -0.05 -0.06 -0.06
H -2.20986 0.01667 0.18393 0.03 0.00 0.12
```
Positions in Å, forces in eV/Å.

Results
HOMO energy in eV: -10.361
Energy above the lowest of the compared OMol25 structures with the same formula, charge and spin in eV: 3.340
Structure (SMILES): CCCOO
Strongest force on any atom in eV/A: 1.98
Orbital gap in eV: 11.37
LUMO level in eV: 1.01



Computed, not measured: the molecule C4H3F2NO at a distorted geometry, with wB97M-V/def2-TZVPD.

XYZ file:
```
11
Properties=species:S:1:pos:R:3:forces:R:3
C 0.52828 0.34713 -0.25979 3.00 4.22 1.93
C 0.17072 1.84141 -0.39340 1.84 -3.06 -0.25
C -0.39272 -0.05345 0.76925 -1.82 -3.22 1.58
C -0.93094 -1.26005 0.52518 3.02 0.11 -3.22
H 1.50840 -0.60241 -1.46866 -5.50 0.79 -1.19
H 1.69675 0.19395 0.04997 -2.67 1.15 0.11
H -0.50509 -1.85659 -0.49914 -1.86 1.64 3.34
N -0.13520 2.91653 -0.54776 -0.73 2.41 -0.24
O 0.37541 -0.31418 -1.43144 5.97 -2.22 -1.86
F -0.61609 0.66032 1.92001 0.48 -0.54 -1.61
F -1.69952 -1.87265 1.33578 -1.74 -1.28 1.40
```
Positions in Å, forces in eV/Å.

Results
HOMO energy in eV: -10.005
Energy above the lowest of the compared OMol25 structures with the same formula, charge and spin in eV: 3.222
Structure (SMILES): N#C[C@H](O)/C(F)=C/F
Strongest force on any atom in eV/A: 6.63
Orbital gap in eV: 9.47
LUMO level in eV: -0.54



Repeat the second record exactly.
Computed, not measured: a cluster of 2 separate species, C4H5OS in total at a distorted geometry, with wB97M-V/def2-TZVPD.

XYZ file:
```
11
Properties=species:S:1:pos:R:3:forces:R:3
C -3.74442 0.62277 0.30093 0.68 0.59 1.99
C -0.45336 -0.37729 -0.82855 -2.37 1.31 0.31
C 0.21275 0.50621 0.17751 1.12 -0.42 0.90
C -0.97921 -0.35902 0.57672 -0.20 1.55 -0.03
O -3.75129 1.48475 1.09971 -0.02 -0.71 -1.25
S -4.23288 -0.52751 -0.66479 -0.12 -0.09 -0.58
H -1.28950 0.08684 -1.39442 0.99 -0.16 -0.46
H 0.04216 -1.11228 -1.38799 1.02 -1.24 -0.44
H 1.28162 0.23119 0.50371 -1.41 0.07 -0.51
H 0.12411 1.58083 0.17342 -0.14 0.42 -0.32
H -0.76719 -1.04302 1.35500 0.44 -1.32 0.39
```
Positions in Å, forces in eV/Å.

Results
HOMO energy (spin up / spin down) in eV: -1.438 / -1.437
Energy above the lowest of the compared OMol25 structures with the same formula, charge and spin in eV: 2.787
Total charge: -1
Strongest force on any atom in eV/A: 2.73
Orbital gap (spin up / spin down) in eV: 4.82 / 4.82
LUMO level (spin up / spin down) in eV: 3.39 / 3.39